{"formula": "C3H13NO4", "method": "the ωB97M-V functional and the def2-TZVPD basis", "smiles": "NCCC=O.O.O.O", "largest_force_ha_per_bohr": 0.050, "total_energy_ha": -477.77739, "homo_energy_ev": -9.3909, "elements": ["N", "C", "C", "C", "O", "H", "H", "H", "H", "H", "H", "H", "O", "H", "H", "O", "H", "H", "O", "H", "H"], "xyz": [[-0.36869, 0.99132, -0.72711], [0.34371, -0.28347, -0.82078], [0.40979, -0.96933, 0.57689], [0.42877, -2.50129, 0.58906], [-0.59967, -3.12929, 0.59469], [-1.30011, 0.59884, -0.56439], [-0.25717, 1.55553, 0.11539], [-0.19868, -0.97593, -1.45702], [1.39162, -0.08414, -1.06701], [-0.51210, -0.69533, 1.09504], [1.22635, -0.57338, 1.18738], [1.45088, -2.94781, 0.60716], [0.99420, 2.49351, 1.62283], [1.50121, 3.12316, 2.14151], [1.62054, 2.11203, 1.00341], [-2.68537, -1.03176, 0.08303], [-2.36564, -1.83848, -0.33960], [-3.62761, -1.18062, -0.05662], [1.54749, 3.01848, -1.88341], [0.62302, 2.81345, -2.13908], [1.68691, 2.50428, -1.08358]], "forces_ev_per_angstrom": [[-1.65, -0.72, -0.49], [1.33, 0.34, 2.15], [-0.50, -0.45, 0.62], [0.17, 1.42, -0.04], [0.46, -0.45, -0.23], [-0.37, 0.85, -0.32], [0.74, -0.45, 0.00], [0.27, 0.35, -0.64], [-0.26, -0.38, -0.90], [0.00, -0.11, 0.00], [0.16, -0.08, -0.19], [-0.44, -0.39, -0.02], [-0.11, -0.12, 0.02], [0.03, 0.09, 0.02], [0.20, 0.01, 0.10], [-0.54, -0.44, -0.53], [0.70, -0.11, 0.32], [-0.24, 0.55, 0.26], [-0.48, 0.07, -0.36], [0.75, -0.06, 0.43], [-0.21, 0.04, -0.20]], "mulliken_charge": [-0.5822, -0.5486, -0.4187, -0.0961, -0.4624, 0.3122, 0.2107, 0.4114, 0.2530, 0.3470, 0.3452, 0.3186, -0.6362, 0.3076, 0.2605, -0.6095, 0.2950, 0.2847, -0.6278, 0.3565, 0.2791]}